Record 1
C16H33N6O3ReS | wB97M-V/def2-TZVPD

Geometry as ORCA input:
```
! RIJCOSX wB97M-V def2-TZVPD def2/J DEFGRID3
* xyz 3 2
Re -0.953 -0.498 -0.514
S 0.556 -1.808 0.811
O -2.107 1.423 0.537
O -2.550 -0.221 -2.071
O -2.660 -1.304 0.718
N 1.946 2.263 -2.232
N 1.985 -0.121 2.335
N 0.652 -1.618 3.463
N 1.159 1.016 -4.047
N 2.832 0.136 -2.663
N 0.549 0.316 -1.788
C 0.131 0.436 -3.255
C 1.113 -1.197 4.783
C 2.363 0.198 -4.041
C -1.681 2.305 1.573
C 1.090 -1.090 2.345
C -2.094 -1.325 -2.018
C 1.634 0.233 4.706
C -3.450 0.957 0.704
C -2.748 -2.640 1.214
C -2.376 -2.593 -2.654
C 3.169 1.475 -2.201
C 0.941 1.727 -1.376
C 1.472 2.367 -3.607
C -3.478 -0.380 1.446
C 2.631 0.347 3.560
C 1.861 -0.469 -1.825
H 1.318 1.687 -0.347
H -3.744 -3.051 1.026
H 0.051 -2.431 3.418
H 2.244 -0.522 -0.801
H -2.558 -2.671 2.290
H 0.278 -1.268 5.484
H 3.520 -0.262 3.754
H -1.574 -3.320 -2.539
H -0.696 2.683 1.305
H 2.249 2.796 -4.243
H 1.634 -1.481 -2.175
H 3.127 0.643 -4.681
H -2.003 -3.243 0.694
H 0.805 0.922 4.532
H -1.641 1.803 2.543
H -2.620 -2.440 -3.710
H 2.149 -0.810 -4.401
H 3.580 1.437 -1.191
H -0.770 1.054 -3.317
H 1.895 -1.883 5.126
H 0.049 2.363 -1.412
H -3.077 -0.274 2.464
H -3.281 -3.006 -2.194
H -2.377 3.145 1.638
H 3.914 1.921 -2.863
H -0.081 -0.571 -3.628
H 2.110 0.513 5.645
H -3.871 0.845 -0.301
H 2.393 0.162 1.456
H -4.507 -0.755 1.508
H 2.949 1.380 3.419
H 0.583 3.002 -3.649
H -4.039 1.698 1.248
*
```

- LUMO (spin up / spin down) (hartree) = -0.456 / -0.431
- HOMO energy (spin up / spin down) (eV) = -17.23 / -17.27
- gap between HOMO and LUMO (spin up / spin down) (eV) = 4.8262 / 5.5447



Record 2
C16H33N8OS2Zr | wB97M-V/def2-TZVPD

Geometry as ORCA input:
```
! RIJCOSX wB97M-V def2-TZVPD def2/J DEFGRID3
* xyz 3 1
Zr -0.634 0.988 0.061
S -2.551 1.335 1.818
S 1.491 2.241 1.221
O 0.656 -0.605 -0.009
N 1.373 -2.490 0.949
N 1.457 3.432 3.581
N -1.094 3.290 -0.078
N -2.050 1.342 -1.812
N 0.719 1.484 -1.859
N -2.142 -0.655 0.199
N 0.134 0.211 2.849
N 0.390 1.418 3.511
C 2.989 -4.190 0.056
C 0.000 1.804 -3.130
C -3.552 -2.508 -0.280
C -1.853 3.762 -1.274
C -1.340 1.106 -3.106
C 3.035 -1.038 -0.056
C 1.635 -1.378 0.323
C -4.468 -2.039 0.669
C 3.565 -1.987 -1.160
C -3.029 -0.192 1.098
C -4.208 -0.877 1.367
C -2.771 2.656 -1.735
C -2.403 -1.796 -0.484
C 4.054 -3.335 -0.630
C 1.075 2.377 2.887
C 2.373 -3.537 1.290
H -0.743 -0.153 3.209
H -2.782 0.638 -1.773
H 4.394 -1.476 -1.647
H 4.881 -3.161 0.066
H -3.582 2.530 -1.020
H 3.438 -5.131 0.376
H -1.140 4.046 -2.040
H 4.473 -3.899 -1.464
H -3.735 -3.415 -0.840
H -1.649 -2.124 -1.188
H -1.193 0.028 -3.200
H -0.297 3.900 0.074
H 2.191 -4.451 -0.647
H 0.394 -2.720 1.072
H 0.223 1.470 4.508
H 2.795 -2.138 -1.924
H 3.678 -1.118 0.826
H -3.213 2.904 -2.700
H 3.144 -3.081 1.914
H -0.106 2.878 -3.214
H 1.446 2.177 -1.696
H -4.897 -0.481 2.102
H 0.572 1.475 -3.995
H 1.221 0.609 -1.986
H -1.695 3.431 0.730
H 0.880 -0.440 3.088
H -1.957 1.422 -3.946
H 1.327 3.507 4.581
H 1.997 4.156 3.131
H 3.058 0.001 -0.377
H -2.437 4.650 -1.043
H 1.847 -4.265 1.902
H -5.384 -2.588 0.853
*
```

- LUMO (hartree) = -0.341
- HOMO energy (eV) = -17.04
- gap between HOMO and LUMO (eV) = 7.7551



Record 3
C16H33NO3 | wB97M-V/def2-TZVPD

Geometry as ORCA input:
```
! RIJCOSX wB97M-V def2-TZVPD def2/J DEFGRID3
* xyz 0 1
O 5.112 -2.966 0.253
O 3.185 -1.616 -1.178
O 3.762 2.675 -1.536
N 4.059 0.125 -0.074
C -2.689 0.845 1.740
C 5.374 -1.760 0.905
C 1.685 0.185 -0.761
C -0.518 0.481 0.448
C 5.354 -0.547 -0.045
C 3.990 1.425 0.557
C 0.862 -0.171 0.484
C 3.032 -0.503 -0.697
C -6.044 0.611 -0.242
C -6.502 -0.842 -0.133
C -1.335 0.137 1.691
C 4.524 2.537 -0.365
C -3.673 0.349 0.683
C -8.877 -0.565 -1.023
C -5.042 1.009 0.843
C -7.520 -1.234 -1.205
H -7.120 -0.983 -2.190
H -6.913 1.266 -0.160
H -5.635 -1.499 -0.227
H -4.909 2.094 0.814
H 1.389 0.147 1.388
H -3.290 0.571 -0.314
H 1.772 1.265 -0.871
H -9.583 -0.937 -1.762
H 5.595 -0.905 -1.052
H -5.596 0.775 -1.225
H -1.045 0.145 -0.446
H -3.129 0.685 2.727
H 0.752 -1.256 0.535
H -2.538 1.921 1.619
H 6.104 0.183 0.259
H 3.835 1.864 -2.054
H 4.649 -1.584 1.718
H -5.454 0.756 1.823
H 4.349 -2.818 -0.338
H -0.760 0.420 2.577
H 1.173 -0.211 -1.640
H 4.456 3.496 0.152
H 5.578 2.345 -0.611
H 2.962 1.655 0.831
H -3.771 -0.734 0.774
H -1.491 -0.943 1.733
H -8.803 0.513 -1.141
H 6.368 -1.866 1.349
H -9.275 -0.776 -0.032
H -0.405 1.566 0.380
H -7.658 -2.318 -1.172
H -6.939 -1.009 0.855
H 4.589 1.403 1.473
*
```

- LUMO (hartree) = 0.026
- HOMO energy (eV) = -9.43
- SMILES = CCCCCCCCCCCC(=O)N(CCO)CCO
- gap between HOMO and LUMO (eV) = 10.1307



Record 4
C16H34AgO6 | wB97M-V/def2-TZVPD

Geometry as ORCA input:
```
! RIJCOSX wB97M-V def2-TZVPD def2/J DEFGRID3
* xyz 0 2
Ag 0.349 -0.215 -0.064
O 1.353 1.816 1.478
O -1.580 -0.749 1.204
O -0.926 1.269 -1.059
O -0.802 -1.723 -1.595
O 2.212 -0.693 -1.224
O 1.329 -1.238 1.953
C -0.528 -0.878 -3.765
C -0.991 -1.907 -2.772
C 3.629 -1.300 2.484
C -3.647 -1.855 0.817
C -2.220 3.119 -1.795
C -0.411 3.341 1.900
C 2.078 3.982 2.073
C 2.196 -1.761 2.607
C 3.355 -0.630 -1.939
C 1.036 2.922 1.842
C -1.859 -3.048 -3.278
C -2.750 -0.833 1.481
C 1.887 -2.846 3.613
C -2.120 1.880 -0.913
C -3.313 -0.044 2.641
C 3.223 -0.932 -3.422
H -1.055 2.536 2.239
H 3.791 -0.973 1.453
H -2.733 0.874 2.739
H 3.890 0.328 -1.802
H -2.374 2.836 -2.849
H -2.983 1.203 -1.118
H 1.680 4.989 2.166
H 2.713 3.768 2.937
H -3.291 -2.019 -0.201
H 0.907 -3.277 3.412
H -1.265 -3.936 -3.493
H 2.789 3.946 1.241
H 4.043 -1.396 -1.523
H -0.548 4.187 2.579
H 2.913 -1.969 -3.568
H -4.670 -1.492 0.764
H 4.216 -0.853 -3.878
H -2.376 -2.740 -4.189
H 2.551 -0.256 -3.945
H -3.543 -2.781 1.381
H 3.764 -0.394 3.077
H 1.789 -2.382 4.599
H -4.377 0.170 2.605
H -0.694 3.660 0.894
H -1.277 3.669 -1.812
H -0.388 -1.285 -4.764
H 4.341 -2.085 2.723
H -2.269 2.218 0.146
H -3.101 -0.611 3.555
H -2.636 -3.288 -2.552
H 2.657 -3.614 3.609
H -3.079 3.753 -1.554
H -1.254 -0.060 -3.771
H 0.367 -0.403 -3.362
*
```

- LUMO (spin up / spin down) (hartree) = 0.026 / -0.050
- HOMO energy (spin up / spin down) (eV) = -6.99 / -6.34
- gap between HOMO and LUMO (spin up / spin down) (eV) = 7.7041 / 4.9913



Record 5
C16H34AsN6RhS | wB97M-V/def2-TZVPD

Geometry as ORCA input:
```
! RIJCOSX wB97M-V def2-TZVPD def2/J DEFGRID3
* xyz 4 1
Rh -0.308 0.257 -0.089
As 1.817 0.215 -1.157
S -1.475 -0.205 -2.069
N -2.409 1.233 0.614
N 0.365 0.140 1.909
N -2.040 -2.691 -2.766
N -5.507 3.306 -0.321
N -0.994 -2.462 -0.736
N -0.460 -1.655 0.253
C -3.238 2.205 -0.137
C -4.661 2.309 0.433
C 4.215 -1.388 -0.466
C 1.046 -1.480 3.539
C 1.462 2.138 -1.226
C 1.468 -0.455 4.385
C 3.634 0.017 -0.464
C 0.758 1.115 2.731
C 1.788 -0.369 -3.011
C 1.795 -1.877 -3.253
C -0.074 -3.594 1.759
C 0.497 -1.153 2.315
C 1.312 0.857 3.980
C -1.510 -1.909 -1.853
C 2.152 2.971 -0.147
C -0.038 -2.156 1.370
H 3.652 0.469 0.527
H 4.138 0.692 -1.165
H 1.613 1.680 4.614
H -2.127 -3.694 -2.661
H 2.676 0.109 -3.435
H -0.678 -3.703 2.664
H 2.760 -2.325 -3.027
H -2.906 0.351 0.714
H 0.938 -3.926 2.002
H 1.145 -2.512 3.847
H -3.262 1.908 -1.186
H 0.610 2.131 2.392
H 1.898 -0.689 5.351
H 1.039 -2.397 -2.663
H 1.982 2.586 0.853
H 1.592 -2.071 -4.305
H 1.758 2.451 -2.231
H -2.742 3.175 -0.075
H -5.186 1.356 0.383
H 0.357 2.286 -1.215
H -4.652 2.644 1.470
H -2.406 -2.295 -3.622
H -5.621 3.064 -1.310
H -0.981 -3.462 -0.586
H -0.469 -4.282 1.018
H 3.674 -2.060 0.200
H 5.242 -1.328 -0.103
H 0.913 0.106 -3.450
H -6.450 3.355 0.082
H -2.252 1.573 1.561
H 4.257 -1.821 -1.463
H -5.123 4.256 -0.281
H 3.228 3.010 -0.308
H 1.789 3.998 -0.182
*
```

- LUMO (hartree) = -0.475
- HOMO energy (eV) = -20.87
- gap between HOMO and LUMO (eV) = 7.9393



Record 6
C16H34BBaNP2 | wB97M-V/def2-TZVPD

Geometry as ORCA input:
```
! RIJCOSX wB97M-V def2-TZVPD def2/J DEFGRID3
* xyz 0 1
Ba -0.039 0.776 2.594
P 1.756 1.771 -0.437
P -2.468 0.900 0.592
N -0.722 3.401 3.006
C -0.552 -3.368 -2.070
C -3.783 0.225 -0.522
C -1.183 -2.744 -0.844
C 1.274 3.215 0.530
C 1.554 -3.808 0.027
C -1.023 4.541 3.084
C -0.864 -3.055 0.399
C 1.777 2.167 -2.163
C 0.205 -4.045 0.741
C -0.981 0.594 -0.563
C -2.343 -0.546 1.779
C 0.706 -2.673 -2.628
C 3.340 1.161 0.132
C 0.536 0.454 -0.169
C 1.845 -2.402 -0.384
C 1.549 -1.947 -1.622
B -1.433 6.074 3.159
H -2.570 -0.198 2.810
H 2.420 1.467 -2.718
H 1.632 -4.510 -0.819
H 0.387 -4.020 1.823
H -1.072 1.411 -1.299
H -0.781 6.615 4.061
H 2.192 3.179 -2.272
H -0.323 -4.432 -1.914
H -3.090 -1.303 1.524
H -1.360 -1.079 1.745
H -1.588 -2.907 1.219
H 0.387 -1.964 -3.407
H -3.663 0.670 -1.527
H -1.290 -3.379 -2.887
H 0.760 2.148 -2.583
H 0.193 3.398 0.491
H 2.498 -1.847 0.299
H 2.144 -1.141 -2.074
H 1.587 3.182 1.588
H -1.147 6.632 2.093
H -4.743 0.555 -0.086
H 3.907 2.001 0.552
H -2.123 -2.210 -1.080
H 2.347 -4.137 0.716
H 3.228 0.397 0.916
H -3.753 -0.882 -0.567
H 0.770 -0.246 0.697
H -0.120 -5.078 0.510
H -2.635 6.217 3.392
H 0.917 -0.271 -0.892
H 1.301 -3.422 -3.178
H 1.767 4.056 0.034
H 3.903 0.742 -0.713
H -1.234 -0.337 -1.095
*
```

- LUMO (spin up / spin down) (hartree) = -0.011 / -0.011
- HOMO energy (spin up / spin down) (eV) = -3.43 / -3.43
- gap between HOMO and LUMO (spin up / spin down) (eV) = 3.1297 / 3.1278



Record 7
C16H34Br14N2O4 | wB97M-V/def2-TZVPD

Geometry as ORCA input:
```
! RIJCOSX wB97M-V def2-TZVPD def2/J DEFGRID3
* xyz 0 1
Br 5.896 -2.423 -2.415
Br 0.181 3.066 5.019
Br -4.456 1.995 -5.310
Br 4.262 0.659 2.283
Br 4.242 -3.763 3.730
Br -2.565 -0.159 -3.133
Br 0.077 -5.144 1.320
Br 4.141 1.746 -1.523
Br -0.351 -1.302 4.031
Br 0.982 2.950 0.335
Br -0.417 2.098 -6.319
Br 0.902 2.889 -3.179
Br -3.110 -3.220 -0.259
Br -6.350 -4.167 -1.522
O -2.870 1.417 2.465
O -3.922 -0.252 3.326
O 1.636 -1.129 0.664
O 1.799 -1.160 -1.522
N -3.539 0.912 3.358
N 1.213 -0.900 -0.464
C -0.109 -0.265 -0.625
C 5.241 0.084 -1.453
C 4.604 -2.157 2.578
C 1.908 2.029 -4.651
C -3.180 2.546 -3.929
C -5.533 -2.338 -1.392
C 3.884 -1.006 3.174
C -0.805 -2.729 2.758
C -4.692 -2.150 -0.188
C 0.345 -3.611 2.510
C 5.093 -0.725 -2.730
C -3.200 1.645 -2.699
C -3.780 1.680 4.557
C 1.062 1.120 -5.462
C 0.990 3.434 3.229
C 0.169 2.803 2.148
H 4.221 -0.885 4.182
H 0.701 -4.013 3.440
H 1.997 2.994 3.302
H -2.635 2.100 -1.885
H -6.452 -1.740 -1.424
H -4.198 1.544 -2.407
H 5.607 -0.335 -3.603
H -0.571 -0.072 0.366
H 2.801 1.560 -4.170
H -2.148 2.596 -4.414
H 6.199 0.535 -1.270
H 5.655 -2.078 2.445
H 0.541 0.397 -4.888
H 1.612 0.743 -6.307
H 1.164 4.509 3.113
H -5.264 -2.392 0.732
H -1.630 -3.158 3.265
H 4.228 -2.388 1.623
H 0.009 1.740 2.358
H 2.811 -1.081 3.063
H -4.794 1.421 4.825
H -1.010 -2.160 1.901
H -4.379 -1.158 -0.062
H 4.077 -0.978 -2.821
H -0.767 3.294 2.116
H 1.195 -3.035 2.204
H -3.145 1.308 5.354
H -0.677 -0.922 -1.275
H -3.651 2.705 4.332
H 4.950 -0.429 -0.536
H 0.047 0.707 -1.100
H -4.954 -2.250 -2.317
H 2.287 2.881 -5.092
H -3.574 3.568 -3.760
*
```

- LUMO (hartree) = -0.012
- HOMO energy (eV) = -10.01
- SMILES = C[N+](=O)[O-].C[N+](=O)[O-].BrCCBr.BrCCBr.BrCCBr.BrCCBr.BrCCBr.BrCCBr.BrCCBr
- gap between HOMO and LUMO (eV) = 9.6825



Record 8
C16H34N3NiO3P3S | wB97M-V/def2-TZVPD

Geometry as ORCA input:
```
! RIJCOSX wB97M-V def2-TZVPD def2/J DEFGRID3
* xyz 0 1
Ni 0.268 -0.836 -0.927
S 0.299 -0.282 -3.411
P 0.882 -2.914 -1.019
P 2.403 -0.369 -0.547
P -0.678 0.934 -0.049
O -1.437 0.443 1.271
O -1.739 1.755 -0.891
O 0.215 2.139 0.509
N -2.483 -2.100 -0.854
N 1.332 -1.651 2.863
N 0.859 2.455 -2.950
C 2.973 0.827 0.694
C 0.632 1.335 -3.162
C -3.993 1.003 -1.404
C -3.386 0.172 2.609
C 3.214 -1.937 -0.043
C -0.886 4.279 0.886
C 0.350 -3.928 0.384
C 0.461 0.631 3.765
C 0.946 -0.649 3.266
C -2.479 1.175 1.935
C 3.374 0.133 -1.997
C -2.606 1.253 -1.942
C 0.357 -3.821 -2.493
C -1.443 -1.593 -0.888
C 2.712 -3.034 -0.981
C 0.151 3.522 0.089
H -3.807 -0.506 1.867
H 1.122 0.995 4.551
H -1.886 3.900 0.675
H -3.981 0.198 -0.669
H 0.758 -4.835 -2.492
H -2.834 -0.425 3.336
H 2.526 0.612 1.662
H -4.198 0.687 3.124
H -2.595 2.032 -2.702
H 4.060 0.773 0.777
H -2.022 1.860 2.655
H 0.430 1.346 2.943
H 2.918 -2.143 0.989
H -0.733 -3.855 -2.504
H -0.738 -3.932 0.414
H -0.036 3.560 -0.981
H 0.698 -3.287 -3.380
H -0.859 5.335 0.612
H -3.027 1.770 1.205
H -0.543 0.510 4.167
H -4.643 0.692 -2.223
H 3.041 1.119 -2.321
H -0.695 4.200 1.958
H 3.081 -2.875 -1.997
H 4.300 -1.829 -0.074
H 2.678 1.826 0.380
H 1.152 3.915 0.268
H 3.023 -4.031 -0.663
H 0.728 -4.946 0.283
H -2.167 0.354 -2.367
H -4.412 1.908 -0.960
H 3.210 -0.555 -2.824
H 0.722 -3.482 1.308
H 4.432 0.167 -1.731
*
```

- LUMO (hartree) = 0.018
- HOMO energy (eV) = -7.64
- gap between HOMO and LUMO (eV) = 8.1436



In the order shown, the computed DFT total energy values come out to -1659.09391 -1985.50800 -909.93740 -1228.28047 -3701.67676 -1417.53456 -37076.52074 -3950.73700 a.u..